Density functional theory data (wB97M-V/def2-TZVPD) for C26H24ClIN4O5PtS as an isolated structure.

maximum force: 0.53 eV/Å
total charge: 0
multiplicity: 3
relative energy (zero: lowest compared OMol25 entry of this formula, charge and spin): 6.0 kcal/mol
energy: -78254.2125 eV
LUMO (alpha / beta): 0.3 / -2.0 eV
frontier orbital gap (alpha / beta): 5.80 / 6.20 eV
⟨S²⟩: 2.036
E_HOMO (alpha / beta): -5.49 / -8.17 eV

Each line ends with the Löwdin spin population.
Geometry (Å):
O  0.8845  -0.9346  2.1274  0.00
C  3.2875  0.6550  -0.6704  0.20
H  -4.6445  -0.5235  -4.9991  0.00
H  -0.1711  4.4952  0.0188  0.00
C  1.4062  0.0423  2.8738  0.00
H  1.2730  -2.3863  6.4043  0.00
N  -1.2058  -1.0146  -0.8767  0.00
C  0.9419  -3.7155  -0.9531  0.00
O  1.5320  1.1740  2.4927  0.00
C  -1.2089  -4.7305  -0.9014  0.00
C  0.1804  -4.8602  -0.9271  0.00
C  1.8157  -0.4098  4.2831  0.00
C  -1.8097  -3.4890  -0.8990  0.00
C  4.7219  0.8922  -0.6733  0.19
H  -2.8792  -3.3746  -0.8507  0.00
C  1.9357  4.1063  -0.3535  0.25
C  -0.9736  -2.3672  -0.9111  0.00
N  0.3718  -2.5130  -0.9500  0.00
C  2.3997  1.7533  -0.5960  0.08
C  -3.7693  -0.4315  -3.0486  0.00
C  0.1870  2.4417  -0.2734  0.14
I  5.9764  -0.7602  -0.7148  0.03
C  -2.7509  1.6726  -2.4504  0.00
H  2.0236  -3.7332  -0.9806  0.00
H  2.2471  5.1376  -0.2881  0.02
H  1.3089  0.3582  6.2494  0.00
H  -1.8299  -5.6171  -0.8763  0.00
C  4.2824  3.2455  -0.5644  0.31
N  1.7256  -1.8784  4.3758  0.00
N  1.0800  1.4346  -0.5668  0.22
H  -2.8244  3.1983  -3.9464  0.00
O  -3.6070  -1.3444  -0.2562  0.00
C  -3.0879  0.3630  -2.1385  0.00
C  -4.0975  1.9569  -5.9859  0.00
H  -3.1923  2.0374  -6.5915  0.00
C  5.1936  2.1585  -0.6377  0.06
H  1.0079  -1.7418  2.6809  0.00
C  0.7731  -2.2470  5.4402  0.00
H  2.8196  -0.0274  4.4610  0.00
C  -4.1062  0.0908  -4.2872  0.00
H  -0.7067  -0.9967  6.4414  0.00
Pt  0.7886  -0.5484  -0.7433  0.03
H  -0.8803  -1.0825  4.6812  0.00
H  0.6543  -5.8306  -0.9297  0.00
H  -4.8037  1.3202  -6.5167  0.00
H  6.2554  2.3584  -0.6527  0.00
C  -0.1604  -1.0449  5.5013  0.00
O  -2.4393  0.7551  0.3460  0.00
H  -4.0369  -1.4444  -2.7758  0.00
Cl  4.9456  4.8279  -0.5239  0.09
H  -2.2342  2.2834  -1.7242  0.00
O  2.7975  -0.5311  -0.7063  0.24
H  0.3172  1.0333  4.9530  0.00
C  0.5711  3.7376  -0.1925  0.09
C  2.8701  3.0869  -0.5073  0.02
H  -4.5252  2.9564  -5.9028  0.00
C  -3.0884  2.1776  -3.6943  0.00
S  -2.6451  -0.3251  -0.5734  0.00
H  -0.8215  2.1216  -0.0645  0.01
C  0.8030  0.1276  5.3109  0.00
H  2.6267  -2.3197  4.4808  0.00
C  -3.7645  1.3960  -4.6287  0.00
H  0.2593  -3.1724  5.1822  0.00